Record 1
108
Properties=species:S:1:pos:R:3:forces:R:3 method="wB97M-V/def2-TZVPD" orbital_gap_ev=5.92 de_lowest_kcal_mol=0.0 charge=-1 total_energy_ha=-2734.054777 lumo_ev=1.6
F 3.468 0.285 -3.063 0.321 -0.105 -0.491
F 4.226 -0.429 -1.165 0.668 -0.162 0.041
F -0.017 5.191 -1.350 0.013 0.167 -0.306
F -3.730 2.133 -0.906 -0.467 0.083 -0.730
F 2.159 -0.680 -1.661 -0.264 -0.311 -0.196
F -0.461 3.416 -2.619 0.022 0.009 -0.505
O -0.188 -6.591 2.305 0.021 -0.324 -0.096
O -6.002 3.909 1.325 -0.068 0.154 -0.029
O -3.247 2.030 1.209 -0.765 -0.008 1.142
O 1.239 7.023 -3.084 0.125 0.324 -0.212
O 1.396 -6.812 -1.455 0.023 -0.058 -0.012
O -1.762 -2.525 1.210 -0.069 -0.202 -0.073
O -1.763 5.976 1.206 0.182 0.395 0.166
O 1.630 1.473 6.954 -0.231 -0.030 0.247
O -5.857 4.384 -3.412 -0.087 0.069 -0.102
O 0.589 -11.210 -0.709 0.091 0.030 0.218
O 5.172 -1.183 1.737 0.139 -0.052 0.049
O 3.951 0.493 5.449 0.007 -0.112 0.147
O 1.610 3.377 -4.560 0.254 -0.022 -0.295
O -5.174 -0.495 -2.820 -0.078 -0.024 -0.116
O 2.002 -2.878 0.285 -0.117 -0.224 0.062
N -1.076 3.512 -0.358 -0.122 0.325 -0.611
C 3.392 -0.607 4.728 0.182 0.152 -0.034
C -2.839 2.077 0.109 0.585 0.022 -0.037
C 1.626 2.058 -1.526 0.417 0.030 0.497
C -2.322 -3.686 1.814 0.235 0.346 0.012
C -6.361 5.545 -2.761 0.241 -0.288 0.104
C -1.421 2.121 -0.326 0.259 -0.183 -0.049
C 2.033 3.863 -0.007 0.137 -0.005 0.142
C 5.306 -2.577 1.485 -0.156 0.112 -0.076
C -5.684 0.705 -3.393 0.126 -0.048 0.297
C -0.296 -8.009 2.416 -0.053 0.439 -0.051
C 0.038 -11.530 0.568 -0.159 -0.065 -0.390
C 2.121 3.186 -5.869 -0.253 -0.081 0.205
C -1.204 7.211 1.604 0.005 -0.294 -0.184
C 1.783 6.913 -4.387 -0.215 -0.076 0.149
C 0.923 0.380 7.515 0.247 0.165 -0.027
C 1.221 3.245 -0.946 -0.105 -0.033 -1.037
C 1.312 -8.227 -1.356 -0.102 0.160 -0.120
C 2.836 1.497 -1.139 0.054 -0.320 -0.191
C 3.198 0.184 -1.764 -0.746 0.517 0.604
C -0.140 3.807 -1.292 -0.262 0.038 1.713
C -5.362 5.048 0.758 0.013 -0.251 0.116
C 3.661 2.111 -0.220 0.000 0.042 0.000
C 1.747 -4.277 0.162 0.097 0.404 -0.106
C 3.247 3.308 0.346 -0.152 -0.050 -0.035
H -7.128 5.988 -3.392 0.002 -0.070 -0.080
H 4.788 -0.788 0.949 -0.108 0.051 0.003
H -0.818 -2.504 1.398 -0.002 0.035 -0.023
H 0.728 -4.461 -0.185 -0.037 -0.079 -0.021
H -5.183 4.006 -2.838 0.032 -0.049 -0.022
H 1.108 0.296 8.591 -0.071 -0.072 0.008
H 2.249 2.122 -6.094 0.056 0.020 -0.081
H -4.852 -0.277 -1.940 0.056 0.005 0.004
H -4.900 1.461 -3.464 -0.075 0.073 -0.062
H 1.465 3.635 -6.622 0.068 -0.014 -0.066
H -1.234 -8.368 1.982 0.029 -0.067 0.020
H 2.571 1.314 7.074 0.068 -0.041 -0.318
H 2.741 7.432 -4.391 -0.002 0.025 0.021
H 4.332 -3.031 1.288 0.046 -0.036 -0.011
H 2.363 -0.732 5.054 -0.020 0.082 0.042
H -0.094 -11.356 -1.368 -0.005 -0.003 -0.043
H -0.320 7.064 2.237 0.005 0.111 0.025
H -1.956 7.752 2.180 -0.008 0.008 0.014
H -0.184 -6.361 1.369 0.057 0.010 0.061
H -6.111 5.831 0.647 -0.049 -0.023 -0.006
H -3.391 -3.669 1.616 -0.015 0.019 -0.021
H 2.445 -4.746 -0.532 -0.025 -0.085 0.030
H -0.866 1.519 0.408 0.165 -0.067 0.075
H 0.806 -11.372 1.321 0.070 0.025 -0.059
H 1.889 -2.481 -0.585 0.029 0.107 0.135
H -1.097 5.490 0.693 -0.484 -0.415 -0.069
H -4.557 5.414 1.399 0.077 0.017 -0.123
H 1.010 1.554 -2.244 -0.195 -0.045 -0.242
H 0.749 2.951 -4.499 -0.078 0.142 0.224
H -0.275 -12.576 0.587 -0.017 0.000 0.183
H 5.740 -3.032 2.373 0.033 0.029 0.025
H 3.408 -0.408 3.656 -0.036 -0.121 -0.027
H -5.326 3.228 1.397 0.102 -0.166 0.057
H -2.162 -3.669 2.895 -0.058 -0.156 0.023
H -6.048 0.475 -4.392 0.019 -0.068 -0.005
H 4.604 1.675 0.057 0.176 -0.116 0.057
H -1.359 1.610 -1.292 0.043 -0.029 -0.132
H 4.857 0.598 5.148 0.013 0.059 -0.027
H 3.951 -1.523 4.936 -0.080 -0.058 -0.069
H -6.799 5.268 -1.799 -0.068 0.204 0.027
H 0.544 -8.521 1.941 0.014 -0.026 -0.005
H 1.712 4.780 0.457 -0.117 0.172 0.002
H 1.396 -6.571 -2.385 -0.010 0.052 -0.005
H -0.139 0.556 7.355 -0.015 0.014 -0.018
H 1.129 7.380 -5.133 0.080 -0.002 -0.058
H -0.922 7.819 0.737 0.036 0.078 0.064
H -4.955 4.798 -0.225 0.127 0.174 0.004
H 1.943 5.866 -4.652 0.036 -0.028 -0.078
H 2.164 -8.723 -1.824 0.001 -0.047 0.019
H 1.873 -4.726 1.145 0.014 0.004 0.052
H -6.511 1.096 -2.795 -0.011 0.115 -0.092
H 1.307 -8.466 -0.298 0.006 -0.101 0.057
H 0.399 6.555 -3.064 0.086 -0.209 0.204
H -5.560 6.272 -2.607 -0.104 0.094 0.080
H 3.861 3.796 1.081 0.175 0.116 0.147
H -0.289 -8.238 3.479 -0.012 -0.044 0.023
H 5.968 -2.760 0.633 0.018 -0.072 0.026
H 3.094 3.672 -5.918 0.013 0.012 0.025
H 0.386 -8.595 -1.804 0.024 -0.106 0.042
H 1.199 -0.563 7.032 -0.065 -0.055 0.051
H -0.820 -10.891 0.794 0.017 -0.018 0.098
H -1.900 -4.607 1.402 -0.020 -0.021 0.033

Record 2
21
Properties=species:S:1:pos:R:3:forces:R:3 method="wB97M-V/def2-TZVPD" orbital_gap_ev=9.70 de_lowest_kcal_mol=41.1 total_energy_ha=-726.435571 smiles="CC(N)=O.CCSC" lumo_ev=0.6
S 2.613 1.634 -0.464 -2.210 0.027 0.005
O -2.735 -0.521 2.838 3.089 -0.830 -4.748
N -0.954 0.076 1.454 1.665 1.566 -0.872
C 1.043 2.677 -0.698 -0.343 -4.382 -1.879
C 1.041 -0.580 -1.609 1.913 0.704 -2.461
C -1.989 -0.724 1.783 -2.224 0.066 3.585
C 1.843 -0.061 -0.398 2.980 -0.051 -2.288
C -2.088 -1.925 0.849 -0.925 0.405 -1.197
H 0.413 0.244 -2.185 1.433 -1.942 1.117
H -0.741 0.962 1.914 -0.696 -0.649 0.422
H 0.649 2.468 -1.731 0.825 1.002 0.693
H 1.176 3.636 -0.408 0.851 3.107 0.244
H 1.278 -0.213 0.448 -0.606 0.020 2.213
H 2.814 -0.671 -0.304 -1.601 0.608 0.073
H 0.446 -1.406 -1.317 -1.213 -0.486 0.575
H -1.269 -2.628 0.890 0.349 0.064 0.307
H 0.190 2.345 -0.128 0.012 -0.597 0.888
H -2.239 -1.660 -0.219 0.808 0.593 0.444
H -0.294 -0.010 0.646 -1.822 -0.628 1.020
H 1.807 -1.183 -2.289 -1.597 1.930 0.717
H -3.004 -2.462 0.926 -0.688 -0.530 1.143

Record 3
34
Properties=species:S:1:pos:R:3:forces:R:3 method="wB97M-V/def2-TZVPD" orbital_gap_ev=6.71 total_energy_ha=-1112.262797 smiles="CN(C)C[C@@H]1CCC[N@@H+]1CC=[S@](=O)([O-])F" lumo_ev=0.1
S 0.165 -0.601 1.191 -0.768 1.222 -0.300
F -0.869 -1.127 0.035 0.451 0.177 0.712
O -0.067 -1.501 2.284 0.059 -0.377 -0.482
O 1.450 -0.585 0.535 0.067 -0.227 0.333
N 1.606 3.427 -0.756 0.008 0.159 -0.085
N 0.124 3.306 1.630 -0.534 1.488 -0.105
C 0.074 4.787 3.555 -0.010 0.356 0.279
C -0.341 0.970 1.472 -0.878 -0.535 -0.686
C -0.669 3.634 2.882 0.016 -0.051 -0.375
C 0.687 1.985 1.723 1.804 -2.023 -0.149
C 2.393 2.366 -1.403 0.147 0.066 0.148
C 1.272 4.470 -1.734 0.254 -0.103 0.087
C 1.088 4.470 1.370 -0.318 -0.196 0.033
C 2.223 4.014 0.463 -0.078 -0.151 -0.722
C 1.356 5.063 2.747 0.445 0.032 -0.104
H 2.894 3.289 0.955 -0.328 0.337 -0.219
H 1.908 2.087 -2.353 0.153 0.112 0.437
H 2.187 4.972 -2.111 -0.273 -0.051 0.054
H 1.176 1.854 2.709 -0.020 0.692 0.054
H 0.324 4.547 4.591 -0.133 0.048 -0.142
H -1.399 1.190 1.579 0.194 -0.353 0.371
H 1.560 6.142 2.662 -0.008 -0.437 0.090
H 1.488 1.883 0.983 -0.281 -0.016 0.278
H -1.679 3.898 2.566 0.070 0.039 0.134
H -0.584 5.661 3.569 0.236 -0.011 0.040
H -0.468 3.296 0.791 -0.065 -0.432 0.234
H -0.725 2.736 3.504 0.051 0.106 -0.348
H 0.491 5.179 0.780 0.006 -0.110 0.281
H 2.447 1.459 -0.780 -0.079 0.336 -0.138
H 0.752 4.021 -2.595 0.111 0.185 0.415
H 0.623 5.232 -1.278 0.145 -0.196 -0.242
H 2.241 4.586 3.203 -0.369 0.137 -0.111
H 3.421 2.710 -1.626 -0.187 -0.106 -0.037
H 2.813 4.901 0.177 0.112 -0.115 0.264

Sequential molar mass output: 718.74; 135.23; 238.33 g mol⁻¹